No. 1
A single C5H7N molecule, computed with ωB97M-V/def2-TZVPD.

CARTESIAN COORDINATES (ANGSTROEM)
H1 -2.103 0.639 -1.210
H2 0.449 -2.134 0.535
C1 0.571 -1.180 -0.024
N1 -0.818 -0.725 -0.279
H3 3.209 1.390 0.264
H4 -0.242 1.280 -1.227
H5 0.737 -1.600 -1.077
H6 -2.390 -0.094 0.952
C2 -1.351 0.250 0.599
C3 2.325 0.843 0.526
C4 1.463 -0.030 0.412
C5 -1.031 0.535 -0.871
H7 -0.818 0.829 1.399

As for the spin multiplicity: 1. Its structure (SMILES) is C#CCN1CC1. As for the HOMO-LUMO gap: 10.11 eV. As for the HOMO energy: -0.33199 Ha.

No. 2
A molecular structure, C32H28N7ORbS, computed with ωB97M-V/def2-TZVPD.

CARTESIAN COORDINATES (ANGSTROEM)
H1 -0.311 0.381 -7.410
H2 2.504 -1.132 -0.601
N1 -2.472 -0.424 2.686
H3 -3.172 3.759 -5.217
C1 5.211 -2.659 0.739
H4 -2.823 -2.563 3.608
H5 2.911 -3.060 3.200
N2 -1.368 -0.851 2.251
N3 1.161 -1.783 1.536
H6 -1.405 2.134 -8.766
H7 6.249 -2.874 0.520
C2 -1.739 -2.671 -3.173
H8 0.142 -5.067 -1.712
N4 -0.461 0.140 -4.761
C3 -1.062 -0.286 -3.596
N5 -2.081 1.513 1.327
C4 4.419 -1.976 -0.174
C5 -2.828 0.855 2.216
C6 -0.765 -1.685 -3.156
C7 0.557 -3.988 2.422
C8 -1.875 -2.981 3.300
N6 -1.802 0.414 -2.833
N7 0.467 -1.868 -2.678
H9 4.839 -1.639 -1.114
O1 1.836 1.976 -0.653
H10 -2.250 -4.924 4.094
C9 2.321 1.744 1.657
H11 1.760 -3.188 -1.773
H12 -5.397 3.016 2.620
C10 -3.691 3.290 1.338
H13 -0.080 -5.828 3.231
C11 -2.516 2.701 0.907
Rb1 -0.144 -0.039 -0.257
C12 -2.351 3.067 -7.082
C13 -0.144 -4.119 -2.147
H14 1.281 1.961 1.907
H15 1.477 -4.424 2.057
C14 -1.076 1.129 -5.557
C15 0.310 -2.593 2.167
H16 -4.597 0.770 3.410
C16 -2.532 3.035 -5.705
H17 2.428 0.654 1.686
H18 2.983 2.182 2.400
C17 2.603 2.225 0.257
H19 0.087 -0.550 -5.249
C18 3.871 2.990 -0.012
H20 5.256 -3.540 2.694
C19 -0.330 -4.784 3.083
H21 4.664 2.259 -0.199
C20 -0.925 1.137 -6.934
C21 -1.416 -3.915 -2.655
C22 3.090 -1.704 0.112
C23 3.317 -2.777 2.237
C24 -1.545 2.120 -7.693
H22 -2.846 3.827 -7.672
C25 2.479 -2.130 1.308
H23 4.177 3.593 0.841
C26 4.647 -3.038 1.952
C27 -4.035 1.362 2.702
C28 -1.872 2.088 -4.939
H24 -2.725 -2.452 -3.558
C29 -1.563 -4.281 3.561
C30 -4.466 2.596 2.260
H25 -3.992 4.256 0.958
S1 -1.993 2.077 -3.176
H26 -1.889 3.207 0.178
H27 3.754 3.603 -0.903
H28 -2.152 -4.707 -2.636
C31 0.763 -3.071 -2.182
C32 -0.994 -2.129 2.590

As for the spin multiplicity: 1. As for the HOMO-LUMO gap: 6.02 eV. As for the HOMO energy: -0.22202 Ha.

No. 3
4 unconnected molecules or ions with the total composition C2H11NO4, computed with ωB97M-V/def2-TZVPD.

CARTESIAN COORDINATES (ANGSTROEM)
H1 0.256 2.068 -1.093
H2 0.252 -0.880 1.753
O1 2.072 -0.419 0.865
H3 -0.870 -3.091 -0.121
H4 0.845 -1.531 -1.067
O2 -1.862 1.102 1.107
O3 -0.650 1.701 -1.182
H5 -1.762 -1.592 0.506
O4 1.912 1.778 -0.772
H6 -1.290 1.553 0.438
N1 0.304 -1.398 -0.193
H7 -0.708 0.747 -1.234
H8 2.481 2.278 -0.157
C1 -1.038 -1.998 -0.205
H9 2.156 0.931 -0.337
H10 -1.475 1.320 1.960
C2 0.948 -0.878 0.868
H11 -1.572 -1.690 -1.135

As for the spin multiplicity: 1. Its structure (SMILES) is CNC=O.O.O.O. As for the HOMO-LUMO gap: 11.16 eV. As for the HOMO energy: -0.38438 Ha.

No. 4
A molecular structure, C5H11NO2, computed with ωB97M-V/def2-TZVPD.

CARTESIAN COORDINATES (ANGSTROEM)
O1 1.657 0.132 -1.766
C1 -0.643 -0.415 -0.676
C2 0.629 0.312 -0.856
C3 -0.458 -0.206 0.894
H1 -0.362 -1.532 -0.780
H2 -2.018 1.034 -1.436
H3 -0.846 -2.140 1.649
H4 1.395 -1.068 -2.405
H5 -0.981 -0.867 3.094
C4 -1.183 -1.080 1.920
H6 -0.898 0.811 1.101
H7 -2.096 -0.471 -2.087
C5 0.950 0.052 0.506
H8 0.485 1.402 -0.827
H9 1.688 -0.757 0.932
N1 -2.007 0.000 -1.172
O2 1.281 1.302 1.057
H10 0.643 1.441 2.219
H11 -2.233 -1.306 1.685

As for the spin multiplicity: 1. As for the HOMO-LUMO gap: 9.56 eV. As for the HOMO energy: -0.34945 Ha.

No. 5
2 unconnected molecules or ions with the total composition C4H12NP, computed with ωB97M-V/def2-TZVPD.

CARTESIAN COORDINATES (ANGSTROEM)
H1 0.229 1.368 -2.014
P1 -0.647 -1.182 0.138
H2 -0.272 2.131 2.089
C1 0.401 0.321 2.816
H3 -1.194 1.495 -1.002
N1 0.167 -0.113 -0.670
H4 -1.251 -0.884 1.318
H5 -1.063 -0.923 -2.709
C2 0.646 1.500 2.294
H6 1.545 1.946 2.189
H7 -1.614 -2.134 -0.419
H8 0.237 -2.083 0.716
C3 -1.441 0.073 -2.710
H9 -0.644 -0.076 3.113
C4 -0.571 0.784 -1.627
H10 -2.430 0.034 -2.395
H11 1.117 -0.374 3.239
H12 -1.318 0.568 -3.689

As for the spin multiplicity: 1. Its structure (SMILES) is CCN=[PH3].C=C. As for the HOMO-LUMO gap: 9.36 eV. As for the HOMO energy: -0.30758 Ha.

No. 6
4 unconnected molecules or ions with the total composition C3H14N2O3, computed with ωB97M-V/def2-TZVPD.

CARTESIAN COORDINATES (ANGSTROEM)
H1 0.449 2.117 2.639
H2 -1.821 1.209 -0.101
O1 -3.014 -0.247 -1.100
O2 0.254 1.196 2.441
H3 -3.114 -0.559 -1.999
H4 0.824 -0.972 3.257
H5 0.391 1.538 -2.052
C1 -0.044 1.033 -1.187
H6 0.185 -0.696 1.171
H7 2.138 -1.170 2.455
H8 -0.397 1.200 1.720
H9 0.235 -1.918 0.107
H10 2.292 -0.054 -1.711
N1 -1.034 1.710 -0.475
H11 -1.300 2.556 -0.957
H12 1.182 -1.226 -2.595
C2 1.526 -0.819 -1.658
H13 1.997 -1.615 -1.062
H14 -2.253 -0.760 -0.773
N2 -0.122 -0.983 0.223
O3 1.197 -1.387 2.474
C3 0.427 -0.151 -0.817

As for the spin multiplicity: 1. Its structure (SMILES) is C/C(N)=C/N.O.O.O. As for the HOMO-LUMO gap: 8.00 eV. As for the HOMO energy: -0.26532 Ha.

No. 7
A molecular structure, C82H196B4CuF16N5O5P3, computed with ωB97M-V/def2-TZVPD.

CARTESIAN COORDINATES (ANGSTROEM)
C1 7.140 11.309 0.606
H1 3.105 -10.627 -2.043
H2 -4.118 -3.389 3.750
H3 9.546 -4.326 -2.695
C2 -6.253 3.122 6.566
C3 -6.853 -3.479 -1.462
H4 9.987 -7.128 -3.574
H5 -8.534 2.808 0.179
C4 0.174 -3.988 -1.270
H6 1.804 -11.166 -0.927
C5 -0.284 -0.568 9.959
C6 9.777 -7.648 3.678
C7 -0.706 -4.541 9.199
H7 -2.897 3.786 0.411
H8 12.232 -3.079 -0.174
H9 -11.261 -3.003 -0.502
H10 -3.714 1.453 4.218
F1 -2.615 -4.075 1.571
O1 1.476 -9.367 -1.902
H11 -8.461 0.171 -13.576
C8 12.273 -1.367 -1.444
H12 11.219 -4.856 0.905
H13 -3.799 -1.546 5.556
C9 10.176 -2.593 -0.698
H14 12.096 0.072 -3.099
C10 -7.675 0.031 -12.793
H15 -8.043 1.895 -11.961
H16 -6.037 -2.794 -1.404
H17 -8.252 3.602 8.091
H18 -0.528 -5.448 9.743
H19 -8.422 1.678 1.483
C11 -5.645 2.030 -11.243
H20 -7.892 -1.885 1.221
H21 -5.877 -0.370 5.390
C12 9.978 -6.216 3.177
H22 -3.021 5.690 -1.925
C13 -9.277 1.764 8.595
H23 -1.196 -5.847 0.060
H24 -3.511 4.492 6.453
H25 -0.821 3.999 -2.576
H26 8.855 11.077 2.492
C14 -7.355 4.024 3.287
H27 0.636 -0.181 9.544
C15 0.497 -3.555 9.205
H28 -3.626 -0.013 -6.435
H29 1.589 -11.279 -2.698
C16 -1.828 5.325 -8.208
H30 -2.043 0.673 -10.883
C17 9.556 -5.089 -1.858
H31 -2.635 1.203 -12.447
C18 -2.959 5.777 -9.174
H32 -2.923 6.265 4.479
H33 -6.062 2.990 -11.034
H34 0.171 6.921 -0.558
H35 -8.248 2.089 6.180
H36 10.033 -1.947 0.202
F2 -1.537 -2.235 0.778
H37 11.012 9.320 0.094
H38 -5.146 5.027 4.681
C19 -7.655 -1.970 0.162
H39 -4.552 -0.320 -12.293
H40 -2.507 6.221 -10.039
H41 -6.926 2.624 0.985
O2 7.792 6.944 0.080
O3 -4.099 5.350 0.158
C20 10.068 8.786 0.372
H42 -6.445 -3.556 1.870
H43 -6.941 1.374 -9.668
H44 7.790 -2.628 1.799
F3 0.226 3.304 1.772
C21 8.003 8.811 1.680
H45 7.257 -4.891 0.470
H46 11.651 -1.518 -3.547
H47 11.831 -3.494 -1.903
C22 1.481 -5.185 11.442
Cu1 -1.052 -0.296 0.938
N1 0.012 -6.549 -1.535
H48 -0.923 -4.776 8.108
C23 -6.207 -3.809 0.797
C24 -3.648 -0.559 -11.766
H49 7.315 9.400 2.261
C25 -8.385 3.848 2.172
H50 -10.291 -5.074 -0.323
H51 0.049 -9.609 -3.250
C26 -1.342 0.282 7.982
C27 8.433 10.608 0.059
H52 -4.645 4.867 -10.305
C28 9.638 -6.134 1.687
H53 10.475 7.982 1.011
H54 -2.208 0.435 -8.506
H55 -5.979 -4.808 0.546
C29 5.724 -2.767 1.263
H56 5.592 -0.793 2.052
H57 10.009 -4.092 1.927
H58 -5.501 3.179 7.380
H59 0.927 5.317 -0.474
H60 8.273 10.102 -0.882
H61 -5.504 1.877 -12.296
C30 -2.943 0.792 -11.481
H62 -3.269 -0.788 4.055
H63 -5.706 0.048 3.693
C31 0.555 -3.986 11.734
H64 -4.132 -2.496 -13.813
H65 -1.546 -0.027 6.972
H66 -1.755 5.139 3.974
O4 -10.303 -2.966 -0.523
H67 1.328 -7.744 -0.281
F4 2.203 -1.218 -1.097
C32 11.720 -2.708 -1.098
F5 -2.885 -0.115 1.453
C33 -7.446 2.166 6.906
H68 -10.082 1.796 7.819
H69 -0.558 -9.410 -1.633
H70 11.050 -6.013 3.336
C34 -4.128 -1.198 4.581
H71 2.215 -1.436 9.937
C35 1.234 -6.684 -0.620
H72 -0.473 -4.349 11.722
H73 -8.472 -1.551 -0.406
C36 -4.508 4.183 4.560
H74 -7.586 1.937 4.162
F6 -4.610 1.391 1.708
C37 5.382 -1.784 2.414
H75 -8.754 -4.145 1.168
F7 -0.094 1.281 2.852
H76 -5.297 -3.268 0.586
H77 6.914 12.252 0.103
H78 12.169 -0.705 -0.548
C38 -1.011 3.990 -1.472
H79 -2.211 7.229 -1.494
C39 -1.499 6.027 6.007
H80 -8.807 0.596 -11.044
H81 -8.992 0.732 8.709
H82 -2.203 6.628 6.589
H83 -0.719 6.759 5.711
C40 0.061 -7.607 -2.594
H84 -4.684 2.478 -6.236
H85 10.408 11.186 1.725
C41 9.692 10.498 2.228
H86 10.613 -0.473 -2.553
H87 -0.827 5.218 1.068
H88 11.086 9.066 3.112
H89 6.170 7.677 1.067
C42 -9.695 -4.241 -0.683
H90 -9.685 2.087 9.530
C43 -3.771 4.598 -9.721
H91 1.454 -3.994 8.881
H92 -9.388 3.614 2.567
H93 8.449 -8.861 -3.684
C44 -4.100 1.364 -8.910
H94 1.183 -3.939 -0.833
H95 -6.291 0.004 -10.597
H96 -1.542 -4.043 9.622
C45 -3.009 3.534 -10.547
B1 -1.687 -3.129 1.926
C46 -2.801 1.243 -8.093
H97 -7.799 4.671 4.021
P1 -5.533 2.726 4.995
H98 0.600 6.012 -2.017
C47 -2.973 4.847 0.776
H99 -1.051 -7.560 -0.194
H100 2.906 -3.043 10.338
H101 0.100 -1.354 11.849
H102 0.311 -2.775 8.470
F8 -3.768 1.135 -0.399
H103 -1.209 -2.254 10.964
H104 -1.261 4.654 -8.824
H105 -2.637 -7.602 -1.864
H106 -2.672 3.884 -11.490
H107 6.473 6.612 -1.283
P2 -3.910 1.990 -10.540
C48 0.087 -5.161 -2.260
F9 0.050 -0.540 -1.723
F10 -4.882 -0.499 0.547
H108 -2.939 4.861 1.859
C49 -8.467 -4.342 0.151
H109 1.375 -5.624 10.445
H110 -3.891 1.891 -4.742
H111 -7.061 1.180 7.143
H112 -0.597 0.310 10.630
C50 -6.859 2.644 3.800
N2 9.077 9.686 1.049
H113 -3.102 3.027 -5.778
H114 -6.729 -1.408 0.013
F11 0.796 -0.342 0.484
H115 -6.462 2.019 2.974
H116 10.160 -6.947 1.171
H117 9.616 -2.244 -1.541
H118 -4.366 4.184 3.450
H119 -1.212 6.175 -7.854
B2 1.219 -0.230 -0.961
H120 7.265 11.637 1.677
C51 8.030 -7.941 -4.041
N3 -1.158 5.402 -0.980
C52 -7.901 0.926 -11.575
H121 10.187 -7.763 4.667
H122 -5.598 -2.748 4.456
H123 9.068 11.469 -0.134
H124 10.237 -8.358 2.991
N4 -7.330 -3.426 -0.077
C53 7.574 -3.932 0.017
C54 8.971 -6.784 -3.660
C55 2.133 -2.310 10.537
P3 9.353 -4.164 -0.315
C56 -3.261 4.304 5.364
H125 -3.973 -1.054 -10.854
C57 2.044 -10.699 -1.895
H126 6.003 -1.993 3.293
H127 6.779 8.678 -0.176
C58 -1.615 5.576 0.431
H128 1.227 -6.002 12.128
H129 -6.553 4.190 6.487
H130 0.915 -3.367 12.542
F12 -1.933 -2.385 3.055
H131 -1.637 6.295 -2.867
C59 -2.123 6.236 -1.877
B3 -4.036 0.571 0.809
H132 2.526 -4.891 11.396
H133 7.080 -3.857 -0.980
F13 1.583 1.059 -1.168
C60 -0.244 -1.798 10.898
H134 -6.692 0.290 -13.352
F14 -1.012 1.613 0.829
C61 -5.113 -0.050 4.650
H135 -2.851 -5.876 -1.995
C62 0.211 5.935 -1.023
H136 -9.556 -4.438 -1.711
H137 -2.684 3.386 5.335
H138 -1.878 -1.712 -11.917
H139 -6.576 4.505 2.721
C63 -2.512 -6.700 -1.319
H140 -0.454 0.937 7.942
C64 -3.350 -2.683 -13.068
C65 -6.668 0.989 -10.672
C66 10.173 -4.799 1.103
C67 7.102 8.018 0.640
H141 8.444 8.102 2.285
H142 -4.649 5.887 0.762
H143 -6.495 -4.510 -1.613
H144 0.083 -3.044 -1.841
C68 -2.339 5.436 4.837
H145 8.598 -6.189 1.405
H146 -1.825 3.375 -1.203
H147 0.914 -5.140 -2.870
H148 7.033 -7.749 -3.658
H149 8.944 -7.080 -1.493
C69 -3.006 0.967 -6.601
C70 -4.400 1.281 5.037
H150 -2.017 0.835 -6.113
C71 -8.021 2.550 8.215
C72 -3.720 2.119 -5.829
H151 7.891 -8.014 -5.121
C73 7.215 -2.694 0.867
H152 9.446 -5.414 3.682
H153 6.242 10.751 0.477
H154 -7.648 -3.152 -2.078
H155 -2.572 -3.344 -13.508
H156 8.731 -7.902 3.739
H157 9.716 8.205 -0.447
C74 11.607 -0.796 -2.693
H158 2.383 -1.951 11.530
H159 5.063 -2.523 0.391
H160 -1.843 6.624 0.478
H161 -7.719 -1.014 -12.530
H162 -0.611 -3.989 -0.526
C75 -1.168 -6.614 -0.698
F15 -1.813 2.792 2.657
H163 -2.203 4.650 -7.382
H164 -4.520 0.369 -8.966
C76 -4.703 -2.441 3.858
H165 8.954 -5.982 -4.414
H166 -2.222 -0.805 -13.382
F16 -0.418 -3.739 1.996
H167 10.744 10.573 4.023
H168 -3.834 1.252 5.983
H169 7.324 -1.803 0.277
H170 -5.032 -2.095 2.881
C77 8.724 -6.283 -2.238
H171 6.297 5.590 -0.004
H172 7.782 5.323 -1.037
H173 -7.312 2.450 9.034
H174 -8.355 4.757 1.576
H175 -2.250 2.195 -8.254
C78 -8.036 2.672 1.176
H176 0.889 -7.244 -3.198
N5 0.718 -2.930 10.583
C79 10.278 9.772 3.382
H177 5.576 -3.781 1.574
H178 -0.782 -5.109 -2.950
H179 1.194 -5.980 0.221
H180 7.636 -6.169 -2.041
H181 2.154 -6.462 -1.177
H182 -3.693 6.462 -8.694
H183 -3.207 -6.594 -0.549
H184 -3.992 -3.229 -12.335
H185 -4.230 4.191 -8.817
H186 -1.002 5.295 6.664
H187 -0.177 3.587 -0.914
H188 13.334 -1.563 -1.541
H189 -2.055 3.357 -9.970
H190 -2.191 0.857 8.369
B4 -0.677 2.314 2.093
H191 -4.740 2.033 -8.366
H192 -0.842 -7.480 -3.185
C80 -2.712 -1.444 -12.584
H193 9.585 9.267 4.039
H194 4.305 -1.944 2.692
H195 10.609 -5.415 -1.824
H196 -8.131 -5.363 0.103
C81 0.220 -9.073 -2.328
O5 -1.150 -0.848 8.839
C82 7.100 6.027 -0.621

As for the spin multiplicity: 2. The total charge is +6. As for the HOMO-LUMO gap (spin up / spin down): 10.21 / 7.80 eV. As for the HOMO energy (spin up / spin down): -0.65263 / -0.65263 Ha.

No. 8
2 unconnected molecules or ions with the total composition C5H12NO, computed with ωB97M-V/def2-TZVPD.

CARTESIAN COORDINATES (ANGSTROEM)
C1 0.064 0.688 -2.340
O1 0.659 1.637 0.866
H1 -0.455 0.882 -3.311
H2 -2.626 -0.122 0.646
H3 -1.668 0.975 1.952
H4 0.386 2.556 0.679
H5 -1.441 -0.732 1.938
H6 1.833 -2.302 0.545
H7 1.963 -0.002 0.376
H8 0.804 -0.089 -2.588
N1 1.109 -0.459 -0.010
C2 -1.823 0.122 1.258
C3 -0.527 1.060 -1.188
H9 0.870 -1.678 1.850
H10 0.122 -2.488 0.489
C4 0.872 -1.725 0.820
H11 1.118 -0.764 -1.039
C5 0.081 0.674 0.073
H12 -1.340 1.767 -1.016

As for the spin multiplicity: 1. The total charge is +1. As for the HOMO-LUMO gap: 9.17 eV. As for the HOMO energy: -0.47099 Ha.

| no. | energy (hartree) |
| --- | --- |
| 1 | -249.2947 |
| 2 | -2117.0215 |
| 3 | -438.5156 |
| 4 | -402.0985 |
| 5 | -555.5711 |
| 6 | -457.9026 |
| 7 | -8252.5490 |
| 8 | -327.2855 |